C16H18N2O2 | ωB97M-V/def2-TZVPD

Cartesian coordinates (Å):
1 C -2.3857 -3.3924 -0.4670
2 C -1.5756 -3.1805 0.8680
3 C -1.8019 -4.3283 1.9084
4 C -1.8862 -1.8538 1.4757
5 C -1.6042 -0.6462 0.5704
6 N -0.1574 -0.6425 0.2031
7 N 0.4774 0.5148 0.2395
8 C 1.7647 0.1238 0.1700
9 O 2.8008 1.0733 0.3221
10 C 2.4119 2.3261 0.7040
11 C 1.7762 3.1532 -0.4095
12 C 1.4347 2.6815 -1.6663
13 C 0.8751 3.4190 -2.6807
14 C 0.7701 4.7013 -2.5915
15 C 1.2136 5.3580 -1.3566
16 C 1.7539 4.6188 -0.2838
17 C 1.9125 -1.2480 0.2281
18 C 0.6000 -1.7363 0.1880
19 C -0.1151 -3.1185 0.2121
20 O 0.5139 -4.1193 -0.0726
21 H -2.3433 -2.6229 -1.2899
22 H -3.4628 -3.4123 -0.1492
23 H -2.0150 -4.2996 -0.9448
24 H -1.0067 -4.4951 2.6785
25 H -2.7847 -4.3134 2.4131
26 H -1.8205 -5.2367 1.3940
27 H -2.9019 -1.8982 1.7534
28 H -1.3451 -1.7337 2.3891
29 H -2.2933 -0.6885 -0.3251
30 H -1.7804 0.3444 0.9926
31 H 3.2212 2.8268 1.1877
32 H 1.6832 2.2285 1.5039
33 H 1.4878 1.6169 -1.8701
34 H 0.5015 2.9105 -3.6078
35 H 0.2742 5.3499 -3.3472
36 H 0.9408 6.3407 -1.3284
37 H 1.9923 5.1245 0.6703
38 H 2.8740 -1.7456 0.3184

As for the SMILES: CC1(C)CCn2nc(OCc3ccccc3)cc2C1=O. Its total charge is 0. Its largest force on an atom is 0.1264 hartree/bohr. As for the highest occupied orbital energy: -8.69 eV.


C27H35N3O3S | ωB97M-V/def2-TZVPD

Cartesian coordinates (Å):
1 C -0.6679 -2.1438 5.3877
2 O -0.7193 -1.9389 3.9950
3 C -1.3036 -0.7987 3.5385
4 C -1.9156 0.1741 4.3132
5 C -2.4771 1.3190 3.7411
6 C -2.4583 1.5437 2.3859
7 C -1.8530 0.5789 1.5787
8 C -1.6409 0.4276 0.1759
9 C -0.9788 -0.7468 0.0105
10 C -0.5330 -1.4288 -1.2464
11 C -0.5567 -2.9522 -1.0826
12 N 0.8050 -0.9877 -1.6514
13 C 1.8520 -1.0101 -0.6457
14 C 2.5182 0.3610 -0.5179
15 C 3.5233 0.3548 0.6327
16 N 2.8303 0.2413 1.9059
17 C 2.5006 1.5324 2.4801
18 C 1.6179 1.3266 3.7100
19 O 2.2364 0.4980 4.6672
20 C 2.5917 -0.7423 4.0962
21 C 3.5229 -0.5582 2.8983
22 C 1.1782 -1.0388 -2.9516
23 S 2.7308 -1.3522 -3.4399
24 N 0.2303 -0.8739 -3.9301
25 C -0.7866 0.0877 -3.9846
26 C -1.7712 -0.0379 -4.9595
27 C -2.7689 0.9119 -5.0533
28 C -2.8128 2.0055 -4.1994
29 C -3.9042 3.0234 -4.3257
30 C -1.8129 2.1450 -3.2318
31 C -1.8027 3.3313 -2.3157
32 C -0.8157 1.1877 -3.1326
33 O -0.7517 -1.3628 1.2012
34 C -1.2838 -0.5681 2.1569
35 H -0.1119 -1.3440 5.8869
36 H -0.1446 -3.0886 5.5250
37 H -1.6713 -2.2195 5.8182
38 H -1.9615 0.0619 5.3839
39 H -2.9373 2.0420 4.3977
40 H -2.8944 2.4298 1.9536
41 H -1.9551 1.0948 -0.5987
42 H -1.2332 -1.1417 -2.0355
43 H 0.1074 -3.2615 -0.2804
44 H -0.2374 -3.4256 -2.0081
45 H -1.5651 -3.2820 -0.8463
46 H 2.6082 -1.7536 -0.9206
47 H 1.4213 -1.2815 0.3157
48 H 3.0319 0.6053 -1.4484
49 H 1.7521 1.1170 -0.3346
50 H 4.1450 1.2625 0.5918
51 H 4.1852 -0.5055 0.5105
52 H 1.9543 2.1256 1.7446
53 H 3.4131 2.0850 2.7729
54 H 1.4231 2.2774 4.2099
55 H 0.6646 0.8828 3.3908
56 H 3.0827 -1.3116 4.8876
57 H 1.6906 -1.2741 3.7604
58 H 3.7586 -1.5345 2.4705
59 H 4.4598 -0.0784 3.2347
60 H 0.5558 -1.1899 -4.8355
61 H -1.7472 -0.8761 -5.6399
62 H -3.5301 0.8025 -5.8122
63 H -3.4895 4.0067 -4.5460
64 H -4.5914 2.7525 -5.1230
65 H -4.4670 3.1031 -3.3959
66 H -2.7251 3.3812 -1.7369
67 H -1.7276 4.2537 -2.8906
68 H -0.9611 3.2846 -1.6290
69 H -0.0337 1.3041 -2.3972

As for the SMILES: COc1cccc2cc([C@H](C)N(CCCN3CCOCC3)C(=S)Nc3ccc(C)c(C)c3)oc12. Its total charge is 0. Its largest force on an atom is 0.0207 hartree/bohr. As for the highest occupied orbital energy: -7.88 eV.


C25H46BNP2Ru | ωB97M-V/def2-TZVPD

Cartesian coordinates (Å):
1 Ru -0.7388 -0.8710 -2.1264
2 C 1.2449 0.6508 -0.9748
3 C -0.0445 1.1684 -1.5455
4 C -0.0237 1.3722 0.8224
5 C 1.2011 0.7513 0.4274
6 C -0.7704 1.6666 -0.3238
7 C 2.5169 0.5161 -1.7144
8 H 2.3938 0.5754 -2.8028
9 H 3.0483 -0.4015 -1.4208
10 H 3.2177 1.3217 -1.4372
11 C 2.3099 0.4854 1.3728
12 H 3.2294 0.2696 0.8199
13 H 2.0782 -0.3641 2.0235
14 H 2.4911 1.3505 2.0285
15 C -0.3491 1.7385 2.2338
16 H 0.5202 2.1849 2.7500
17 H -0.6379 0.8437 2.8011
18 H -1.2014 2.4299 2.2750
19 C -1.9444 2.5654 -0.3491
20 H -1.6842 3.6234 -0.1510
21 H -2.6648 2.2829 0.4291
22 H -2.4407 2.5066 -1.3234
23 C -0.0367 2.0483 -2.7754
24 H 0.2892 3.0810 -2.5617
25 H -1.0543 2.1203 -3.1893
26 H 0.6695 1.6784 -3.5298
27 C -0.7528 -4.7222 -4.1606
28 C 0.1167 -3.8439 -4.6521
29 C -0.1685 -2.9492 -5.8374
30 C -1.5453 -2.2382 -5.7672
31 C -2.0394 -1.9444 -4.3581
32 C -2.8133 -2.8469 -3.6814
33 C -3.2291 -4.1971 -4.1962
34 C -2.0622 -5.0519 -4.7917
35 H -0.1140 -3.5124 -6.7880
36 H -2.2726 -2.8403 -6.3490
37 H 0.6337 -2.2035 -5.9349
38 H -2.0257 -4.8989 -5.8836
39 H -0.3859 -5.4529 -3.4356
40 H 1.1729 -3.8911 -4.3451
41 H -2.2831 -6.1239 -4.6236
42 H -3.6542 -4.7844 -3.3530
43 H -3.3695 -2.5145 -2.8110
44 H -4.0280 -4.1219 -4.9696
45 H -1.4837 -1.3104 -6.3669
46 H -1.9998 -0.8777 -4.0533
47 P 0.3187 -2.7800 -0.9755
48 P -2.4853 -1.3740 -0.6077
49 C -1.1374 -3.8855 -0.9938
50 C -2.4132 -3.2160 -0.4471
51 H -0.8228 -4.7889 -0.4286
52 H -1.2841 -4.2149 -2.0358
53 H -3.2893 -3.6108 -0.9797
54 H -2.4802 -3.4656 0.6211
55 C -2.6534 -0.7905 1.0859
56 H -2.6080 0.3035 1.1045
57 H -1.8660 -1.1820 1.7428
58 H -3.6433 -1.1285 1.4251
59 C -3.8136 -0.5367 -1.5439
60 H -4.7534 -1.0301 -1.2596
61 H -3.6533 -0.6030 -2.6314
62 H -3.7778 0.5238 -1.2422
63 C 1.8468 -3.6729 -1.2545
64 H 2.6750 -3.0033 -1.5466
65 H 1.7219 -4.4482 -2.0240
66 H 2.1547 -4.1594 -0.3137
67 C 0.7804 -1.6953 -2.9823
68 H 0.6660 -0.5612 -3.2559
69 H 0.1099 -2.2333 -3.6753
70 H 1.8422 -1.9793 -3.0157
71 B 0.7428 -2.0110 3.2877
72 C 0.5322 -2.2364 1.8346
73 N 0.3486 -2.4085 0.6880
74 H 0.2490 -0.8962 3.5066
75 H 1.9450 -2.0578 3.5017
76 H 0.1195 -2.8880 3.8494

Its multiplicity is 5. Its total charge is +2. Its largest force on an atom is 0.0791 hartree/bohr. As for the highest occupied orbital energy (spin up / spin down): -12.79 / -14.44 eV.


C2HNO4 | ωB97M-V/def2-TZVPD

Cartesian coordinates (Å):
1 O 2.5736 0.8320 -0.8723
2 C 1.8057 0.6876 -0.0156
3 O 1.3536 0.3811 1.1500
4 C 0.2235 0.4221 0.1384
5 N -0.6167 1.6092 -0.0570
6 O -0.2647 2.7282 0.2477
7 O -1.6604 1.3352 -0.5832
8 H -0.3251 -0.5594 0.0099

As for the SMILES: O=C1O[C@H]1[N+](=O)[O-]. Its total charge is 0. Its largest force on an atom is 0.0979 hartree/bohr. As for the highest occupied orbital energy: -10.91 eV.


C4H12NO5 | ωB97M-V/def2-TZVPD

Cartesian coordinates (Å):
1 O 2.3871 -2.1067 -1.5211
2 C 1.8286 -1.0404 -1.4659
3 O 2.4041 0.0681 -2.0086
4 C 0.5863 -0.6067 -0.6658
5 C -0.6623 -0.4521 -1.5386
6 C -1.8679 0.2365 -0.8225
7 O -1.6180 1.2808 0.0757
8 N 0.6595 -1.3630 0.5816
9 H 3.3274 0.0022 -2.2867
10 H 0.8431 0.3974 -0.2950
11 H -0.4429 0.2498 -2.3495
12 H -0.9902 -1.4509 -1.8249
13 H -2.5138 -0.5038 -0.3583
14 H -2.4381 0.7319 -1.6311
15 H 0.0068 -1.0163 1.2810
16 H 0.3682 -2.3222 0.4187
17 H -1.7340 0.8624 2.7554
18 H -1.3078 0.9304 1.1149
19 O -1.0006 0.4406 2.2892
20 H 0.5752 2.4434 3.2359
21 H 0.4649 1.2284 2.4355
22 O 1.1243 1.9902 2.5802

Its total charge is -1. Its largest force on an atom is 0.0327 hartree/bohr. As for the highest occupied orbital energy: -4.79 eV.


What did we get for ΔE to the lowest compared entry with this formula, charge and spin? Answer: 86.31; 0.00; 14.76; 104.46; 22.63 kcal/mol, in the order shown.
What did we get for electronic energy? Answer: -880.39725; -1838.01926; -1836.55728; -432.34654; -590.60971 Ha, in the order shown.